No. 1
Molecular formula: C27H26Cl3IN6O4PdS3
Method: DFT, ωB97M-V with the def2-TZVPD basis set

Summary:
multiplicity = 1
relative energy (zero: lowest compared OMol25 entry of this formula, charge and spin) = 1.009 eV
charge = -2

Cartesian coordinates (Å):
1 Pd -0.64308 -0.03908 1.25673
2 O -5.42113 -1.00817 1.86376
3 C -5.20897 -1.95881 2.77868
4 C -6.19136 -2.93705 2.97211
5 C -6.01556 -3.92975 3.91814
6 C -4.85947 -3.96784 4.69240
7 C -3.88574 -2.99848 4.50044
8 C -4.03466 -1.98876 3.55597
9 C -2.97968 -0.93346 3.33825
10 O -3.23182 -0.02524 2.50164
11 N -1.92164 -1.06488 4.11753
12 N -0.90748 -0.14427 3.89426
13 C -0.01111 -0.28817 4.77851
14 S -0.09987 -1.59318 6.00378
15 C 1.50894 -1.20940 6.76482
16 C 2.37792 -0.49155 5.74559
17 S 1.36211 0.79230 4.98474
18 H -4.56768 -0.44622 1.89876
19 H -7.08290 -2.89118 2.35828
20 H -6.78226 -4.68709 4.04721
21 H -4.71618 -4.74943 5.42906
22 H -2.97339 -3.00292 5.08236
23 H 1.96373 -2.15510 7.06666
24 H 1.36490 -0.58507 7.64847
25 H 2.70728 -1.17681 4.96378
26 H 3.24526 -0.00893 6.19795
27 Cl 4.19726 -4.88616 -2.91403
28 C 3.50824 -3.30919 -3.21739
29 C 2.21446 -3.03453 -2.82987
30 C 1.69253 -1.78080 -3.11938
31 C 2.44089 -0.79775 -3.75502
32 C 1.81829 0.55842 -3.99684
33 C 2.30910 1.61725 -2.98230
34 N 1.25376 1.99195 -2.06782
35 C 0.53360 3.16437 -2.09761
36 C -0.45333 3.00780 -1.17033
37 N -0.39375 1.75738 -0.61040
38 C 0.64738 1.17924 -1.15957
39 O 2.02516 0.99549 -5.34288
40 C 0.82929 0.98023 -6.10349
41 C -0.22101 1.92811 -5.58929
42 C -0.22066 3.27246 -5.79325
43 Cl 0.91960 4.16496 -6.72466
44 S -1.53218 4.06986 -5.03845
45 C -2.12080 2.59028 -4.41527
46 C -1.33773 1.54534 -4.77851
47 C 3.76210 -1.10420 -4.07695
48 Cl 4.82973 0.09881 -4.76768
49 C 4.30105 -2.35259 -3.83294
50 H 1.61422 -3.74357 -2.27470
51 H 0.68253 -1.57003 -2.77884
52 H 0.74686 0.45223 -3.82866
53 H 2.62586 2.51612 -3.50941
54 H 3.15892 1.22440 -2.42374
55 H 0.80473 3.98150 -2.74548
56 H -1.21254 3.71643 -0.87924
57 H 0.98897 0.17985 -0.92657
58 H 0.40835 -0.03215 -6.12960
59 H 1.12415 1.25390 -7.11678
60 H -2.98856 2.58007 -3.77675
61 H -1.52840 0.52732 -4.46610
62 H 5.32640 -2.56742 -4.09650
63 N 0.76618 2.42625 2.14128
64 C 2.10501 2.44220 1.99064
65 N 2.74990 3.47226 2.71973
66 O 2.76841 1.72636 1.25900
67 H 0.38574 2.95865 2.90603
68 H 0.15176 1.60641 1.85444
69 H 2.32961 3.69583 3.60879
70 H 3.73678 3.27987 2.78903
71 I -0.74402 -2.29464 -0.29255

Here are the Mulliken charges for atoms 1 to 2, given in e: -0.45, -0.75



No. 2
Molecular formula: C27H26F5IrN6O7S2Se
Method: DFT, ωB97M-V with the def2-TZVPD basis set

Summary:
expectation value of S² = 0.767
multiplicity = 2
relative energy (zero: lowest compared OMol25 entry of this formula, charge and spin) = 7.175 eV
charge = +1

Cartesian coordinates (Å):
1 Ir 0.84272 1.50673 -0.65023
2 C 0.80296 4.98440 -0.53680
3 O 1.18345 3.82117 0.19752
4 C 1.00595 3.98845 1.59219
5 C 1.02910 2.60892 2.22757
6 O 1.93283 1.73711 1.56725
7 C 3.29764 2.11778 1.70569
8 H -0.26395 5.18092 -0.42920
9 H 1.04347 4.79196 -1.57986
10 H 1.36914 5.84865 -0.17877
11 H 0.04039 4.44902 1.80940
12 H 1.80342 4.63653 1.97446
13 H 0.04894 2.14420 2.11158
14 H 1.27026 2.68752 3.29271
15 H 3.54705 2.22208 2.76420
16 H 3.51053 3.05222 1.18442
17 H 3.89177 1.31948 1.26558
18 N -6.01339 -1.23508 0.67809
19 C -5.19275 -0.19199 0.37621
20 C -5.05629 0.25480 -0.94939
21 C -4.19880 1.28882 -1.26322
22 C -3.45203 1.88485 -0.25426
23 C -3.57159 1.45810 1.06351
24 C -4.43376 0.43010 1.38211
25 S -2.27328 3.16369 -0.60509
26 O -2.81109 4.17528 -1.45354
27 O -1.71579 3.55169 0.66508
28 N -1.03246 2.36704 -1.38168
29 C -1.06083 2.06835 -2.68969
30 N -2.10640 2.26171 -3.49024
31 C -1.97010 1.96787 -4.77139
32 C -0.79244 1.45305 -5.30277
33 C 0.22125 1.20486 -4.39410
34 N 0.09211 1.49173 -3.10883
35 H -6.64024 -1.59844 -0.01653
36 H -6.21702 -1.44560 1.63813
37 H -5.64857 -0.21842 -1.72102
38 H -4.10540 1.65683 -2.27458
39 H -2.99602 1.96787 1.82461
40 H -4.54420 0.10798 2.40981
41 H -2.84351 2.14784 -5.38802
42 H -0.68304 1.23345 -6.35239
43 H 1.16399 0.76456 -4.69558
44 N 3.35119 0.13191 -1.88926
45 C 2.48191 0.64695 -1.32872
46 H 4.08694 -0.33677 -2.37602
47 N -0.92693 -0.10022 -0.05476
48 C -0.84528 -1.53405 -0.02086
49 C 0.08857 -2.15611 -0.84233
50 C 0.20418 -3.53797 -0.85156
51 C -0.64473 -4.25602 -0.03645
52 C -1.56704 -3.67146 0.80664
53 C -1.67482 -2.28756 0.80201
54 S -0.48661 -6.09068 0.04512
55 O -1.84342 -6.57803 0.09816
56 O 0.25079 -6.21436 1.29973
57 O 0.26535 -6.48120 -1.12173
58 H -1.38325 0.26154 0.77654
59 H -1.49494 0.18830 -0.84683
60 H 0.72914 -1.52745 -1.44864
61 H 0.92358 -4.04264 -1.47882
62 H -2.19342 -4.29118 1.43183
63 H -2.40948 -1.79742 1.42845
64 F 6.82323 -4.47837 2.67127
65 C 5.72627 -3.76898 2.48843
66 C 5.07543 -3.19938 3.57804
67 F 5.55130 -3.38150 4.80241
68 C 3.94142 -2.43860 3.36609
69 F 3.32196 -1.87257 4.39470
70 C 3.42848 -2.22021 2.08241
71 Se 1.89692 -1.16677 1.83126
72 C 4.10246 -2.81066 1.01101
73 F 3.64291 -2.60201 -0.22694
74 C 5.23393 -3.57760 1.20066
75 F 5.86991 -4.11703 0.16517

Here are the Mulliken charges for atoms 1 to 2, given in e: 2.08, -0.96



No. 3
Molecular formula: C27H26INO11
Method: DFT, ωB97M-V with the def2-TZVPD basis set

Summary:
E = -2224.423494 hartree
SMILES = CCOCC(=O)O[C@H](I)N(C(C)=O)C(C)=O.O=C1C=CC(=O)C=C1.O=C1C=CC(=O)C=C1.O=C1C=CC(=O)C=C1
multiplicity = 1

Cartesian coordinates (Å):
1 C -3.58329 7.66965 -4.93909
2 C -2.14944 7.25502 -4.61947
3 O -1.91581 7.39333 -3.22503
4 C -0.85194 6.62245 -2.71530
5 C -1.23934 6.12299 -1.33072
6 O -1.37969 6.87949 -0.42248
7 O -1.29612 4.77797 -1.07014
8 C -1.65963 3.86930 -2.06670
9 I -3.65386 4.21368 -2.87303
10 N -1.47642 2.55546 -1.50495
11 C -2.09591 2.32598 -0.21599
12 C -1.51609 1.17575 0.55734
13 O -2.98420 3.02098 0.19744
14 C -1.69963 1.45739 -2.40350
15 C -0.81399 1.39086 -3.61420
16 O -2.52418 0.61930 -2.13428
17 H -4.18024 6.82320 -5.28259
18 H -4.06701 8.10759 -4.06728
19 H -3.60357 8.41772 -5.73492
20 H -1.45129 7.90401 -5.16395
21 H -1.97681 6.22461 -4.94784
22 H -0.54772 5.83159 -3.40527
23 H 0.01899 7.26985 -2.55381
24 H -0.99276 3.95934 -2.92201
25 H -2.32603 0.48002 0.77783
26 H -1.11061 1.56213 1.49376
27 H -0.71731 0.67296 0.01251
28 H -0.39908 2.35681 -3.89410
29 H -1.40139 0.99628 -4.44404
30 H -0.00578 0.68875 -3.40359
31 O 5.44086 -2.76518 -0.55013
32 C 4.35842 -2.25642 -0.74033
33 C 3.20314 -3.04810 -1.22885
34 C 2.01714 -2.48293 -1.43801
35 C 1.80406 -1.04187 -1.18033
36 O 0.71320 -0.52880 -1.35039
37 C 2.95398 -0.24252 -0.69332
38 C 4.14107 -0.80615 -0.48962
39 H 3.38086 -4.10195 -1.39907
40 H 1.16206 -3.04022 -1.78890
41 H 2.76756 0.80904 -0.51321
42 H 4.99773 -0.24885 -0.13250
43 O -3.35651 -3.21665 3.74342
44 C -2.52172 -3.49163 2.90963
45 C -2.27877 -2.59957 1.74583
46 C -1.36297 -2.89709 0.82835
47 C -0.55060 -4.13535 0.93678
48 O 0.29054 -4.40566 0.10167
49 C -0.78794 -5.02374 2.09829
50 C -1.70215 -4.72540 3.01756
51 H -2.88834 -1.70642 1.69347
52 H -1.16826 -2.26240 -0.02930
53 H -0.17856 -5.91457 2.15399
54 H -1.88908 -5.35520 3.87636
55 O 0.58548 -6.19333 4.53500
56 C 1.65703 -5.76916 4.91519
57 C 2.72877 -6.68367 5.37872
58 C 3.90204 -6.21471 5.79420
59 C 4.18833 -4.75707 5.80982
60 O 5.25619 -4.32995 6.18717
61 C 3.11354 -3.84274 5.34465
62 C 1.94053 -4.31253 4.92987
63 H 2.49758 -7.74096 5.35784
64 H 4.69934 -6.86105 6.13795
65 H 3.34375 -2.78524 5.36605
66 H 1.14180 -3.66638 4.58755

Here are the Mulliken charges for atoms 1 to 2, given in e: -1.16, -0.16



No. 4
Molecular formula: C27H26N3O7PTi
Method: DFT, ωB97M-V with the def2-TZVPD basis set

Summary:
expectation value of S² = 2.005
multiplicity = 3
relative energy (zero: lowest compared OMol25 entry of this formula, charge and spin) = 0.585 eV

Cartesian coordinates (Å):
1 Ti -0.03808 -0.36152 -0.62627
2 O 0.94163 -3.79340 1.28020
3 C 1.09515 -2.62908 0.97730
4 O 0.85733 -2.12478 -0.19894
5 C 1.62340 -1.64018 2.03177
6 P 1.11962 0.10942 1.69439
7 C 0.24527 0.59088 3.22059
8 C -0.95485 1.28844 3.09744
9 C -1.67403 1.67153 4.22145
10 C -1.19566 1.35519 5.48392
11 C 0.00029 0.66124 5.62039
12 C 0.71549 0.28118 4.49690
13 C 2.69704 1.02853 1.80104
14 C 2.92100 2.07682 2.68617
15 C 4.12874 2.76223 2.67074
16 C 5.11665 2.41241 1.76448
17 C 4.89211 1.37893 0.86244
18 C 3.68912 0.69750 0.87670
19 H 2.71230 -1.70913 2.04125
20 H 1.26614 -1.96469 3.00834
21 H -1.31457 1.53460 2.10293
22 H -2.60254 2.21727 4.11454
23 H -1.75198 1.64987 6.36421
24 H 0.37562 0.41795 6.60582
25 H 1.65182 -0.25228 4.61019
26 H 2.15362 2.36274 3.39447
27 H 4.29510 3.57321 3.36806
28 H 6.05608 2.94921 1.75158
29 H 5.65066 1.11463 0.13772
30 H 3.50779 -0.08485 0.14799
31 O -1.41169 -1.45587 1.09837
32 C -2.27935 -2.36981 0.41739
33 C -3.70081 -1.82754 0.32563
34 C -3.78090 -0.31195 0.14896
35 C -3.25632 0.30327 -1.12115
36 C -4.12832 0.60486 -2.15906
37 C -3.68458 1.33115 -3.24722
38 C -2.37387 1.78311 -3.27027
39 C -1.54879 1.41567 -2.22638
40 N -1.95768 0.66319 -1.18218
41 H -1.71626 -1.30800 2.00191
42 H -2.24733 -3.34680 0.90338
43 H -1.82351 -2.49358 -0.56597
44 H -4.23999 -2.06630 1.24641
45 H -4.22410 -2.34580 -0.48213
46 H -3.24774 0.16497 0.97426
47 H -4.82641 -0.01280 0.23531
48 H -5.16189 0.29352 -2.08586
49 H -4.36212 1.57829 -4.05444
50 H -1.99286 2.38628 -4.08097
51 H -0.51070 1.72723 -2.20772
52 O 2.81562 -0.06381 -5.87102
53 C 1.78968 -0.87883 -6.02515
54 O 1.51833 -1.40534 -7.07628
55 C 0.93565 -1.13435 -4.82751
56 C -0.11651 -2.02607 -4.83413
57 N -0.66729 -1.99237 -3.60660
58 N -0.03339 -1.13782 -2.79581
59 C 0.93859 -0.61301 -3.51954
60 C 1.82948 0.39678 -2.83463
61 O 2.80094 0.83975 -3.43899
62 O 1.47039 0.70055 -1.64782
63 H 2.89567 0.26364 -4.92909
64 H -0.48234 -2.65806 -5.62440
65 H -1.39989 -2.57804 -3.24508

Here are the Mulliken charges for atoms 1 to 2, given in e: 0.25, -0.72



No. 5
Molecular formula: C27H26N4O2
Method: DFT, ωB97M-V with the def2-TZVPD basis set

Summary:
multiplicity = 1
relative energy (zero: lowest compared OMol25 entry of this formula, charge and spin) = 21.236 eV

Cartesian coordinates (Å):
1 C 3.69030 -1.31134 3.05424
2 H 3.26721 -0.90321 3.82982
3 O 3.85489 -0.30303 1.87828
4 C 2.57865 0.06841 1.38459
5 C 1.28228 -0.50190 1.63890
6 C 0.07094 0.14349 1.27038
7 C 0.14323 1.09144 0.41251
8 C 1.48302 1.68528 -0.23901
9 C 2.58443 1.13499 0.34859
10 C 4.03003 1.62823 0.10148
11 O 4.30318 2.92524 0.61618
12 N 4.62577 1.06913 -0.87455
13 C 4.38208 -0.47153 -1.47533
14 H 3.34372 -0.43132 -1.07778
15 C 5.28411 -1.41211 -0.99695
16 C 6.67147 -1.05984 -1.05714
17 C 7.10747 0.16656 -0.51263
18 C 6.04939 1.32915 -0.98640
19 H 6.35775 2.45003 -0.64040
20 H 6.16171 1.55618 -2.03430
21 H 8.04265 0.62436 -0.90967
22 H 6.87463 0.35906 0.67724
23 H 7.41064 -1.67838 -0.73765
24 H 6.81636 -0.92836 -2.09237
25 H 5.02361 -2.17058 -1.58610
26 H 5.25387 -1.47722 0.19959
27 H 4.45545 -0.38324 -2.45562
28 H 1.64467 2.61863 -0.87475
29 N -0.95675 1.77364 -0.24545
30 C -2.13573 1.32193 -0.29478
31 N -3.07258 2.42330 -0.37837
32 N -4.39018 2.00170 -0.36563
33 C -4.76029 0.83122 -0.19008
34 C -3.93436 -0.43769 -0.49714
35 C -4.38637 -1.67982 -0.76152
36 C -3.41113 -2.38572 -1.06711
37 C -2.06203 -2.28343 -1.37783
38 C -1.63400 -1.00321 -0.68699
39 C -2.54754 0.02949 -0.54395
40 H -0.70329 -0.65807 -0.98339
41 H -1.31630 -3.13936 -1.34677
42 H -3.93400 -3.51702 -1.08218
43 H -5.50867 -1.87049 -0.71314
44 C -6.27269 0.47111 0.07941
45 C -6.78246 -0.30663 0.86041
46 C -7.87409 -0.57103 1.17037
47 C -8.86086 0.22006 0.60440
48 C -8.36500 1.17303 -0.25972
49 C -7.11868 1.55806 -0.65138
50 H -6.91415 2.30356 -1.15923
51 H -9.18000 2.02994 -0.82161
52 H -9.97536 0.25764 0.70404
53 H -8.18543 -1.20658 1.76936
54 H -5.90034 -1.08740 1.54084
55 H -0.69769 2.74250 -0.38161
56 H -0.80479 -0.00691 1.75401
57 H 1.10880 -1.14560 2.47748
58 H 4.59445 -1.50399 3.29674
59 H 3.18804 -2.15242 2.68967

Here are the Mulliken charges for atoms 1 to 2, given in e: -1.33, 0.56



No. 6
Molecular formula: C27H26N4O5S
Method: DFT, ωB97M-V with the def2-TZVPD basis set

Summary:
multiplicity = 1
relative energy (zero: lowest compared OMol25 entry of this formula, charge and spin) = 11.500 eV

Cartesian coordinates (Å):
1 O -5.63830 5.20335 1.67717
2 C -5.23215 4.78685 0.56387
3 O -6.20047 4.17991 -0.30970
4 O -6.07975 2.82618 -0.05971
5 S -7.07022 2.12705 -1.29902
6 O -6.74731 2.97484 -2.51653
7 O -6.56970 0.54278 -1.57551
8 C -3.67888 4.92969 0.26201
9 C -2.76970 3.74711 0.73015
10 C -1.24467 3.83388 0.51004
11 C -0.65546 5.09019 -0.16711
12 C -1.52778 6.27914 -0.69021
13 C -3.06091 6.15844 -0.45514
14 H -7.41070 0.02411 -1.61896
15 H -3.23657 2.83647 1.24681
16 H -0.55936 2.97859 0.85153
17 H 0.47642 5.14018 -0.28438
18 H -1.03014 7.17274 -1.20228
19 H -3.76132 6.98203 -0.80811
20 N 1.62203 1.73800 1.28819
21 C 2.14715 2.81990 1.89173
22 C 3.48999 2.95324 2.20399
23 C 4.34582 1.91100 1.88094
24 C 3.83256 0.78212 1.25992
25 C 2.47471 0.74499 0.98531
26 H 1.43771 3.60722 2.12744
27 H 3.85740 3.84949 2.68814
28 H 5.40372 1.97796 2.11072
29 H 4.47251 -0.05003 0.99395
30 H 2.02740 -0.11478 0.49706
31 N 3.75128 -2.41793 -1.36978
32 C 5.03780 -2.59758 -1.71063
33 C 5.78944 -3.69884 -1.33356
34 C 5.18131 -4.67305 -0.55475
35 C 3.85356 -4.51239 -0.18626
36 C 3.18720 -3.37676 -0.61744
37 H 5.46967 -1.80766 -2.31671
38 H 6.82382 -3.79231 -1.64037
39 H 5.73680 -5.54923 -0.23815
40 H 3.34772 -5.25220 0.42154
41 H 2.14682 -3.20797 -0.35802
42 N -3.03481 -1.87818 -5.76883
43 C -3.04191 -0.53940 -5.87232
44 C -3.83786 0.28997 -5.09850
45 C -4.68034 -0.29448 -4.16422
46 C -4.69456 -1.67612 -4.03751
47 C -3.85788 -2.41763 -4.85607
48 H -2.36883 -0.13025 -6.61879
49 H -3.80044 1.36498 -5.22327
50 H -5.31904 0.32011 -3.54128
51 H -5.34024 -2.16588 -3.31890
52 H -3.83030 -3.50087 -4.79211
53 N 2.94722 -4.99638 3.18293
54 C 1.94193 -5.29535 4.02137
55 C 1.73731 -4.66264 5.23684
56 C 2.62338 -3.66411 5.61413
57 C 3.67245 -3.33605 4.76758
58 C 3.78884 -4.02534 3.57145
59 H 1.27797 -6.08452 3.68380
60 H 0.90683 -4.94356 5.87237
61 H 2.49751 -3.14624 6.55871
62 H 4.38291 -2.56229 5.03043
63 H 4.59044 -3.80249 2.87402

Here are the Mulliken charges for atoms 1 to 2, given in e: -0.42, 0.16



Look up the multiplicity of the first one. 1



Which of these has the highest multiplicity? C27H26N3O7PTi